{"formula": "C6H10N2", "method": "the ωB97M-V functional and the def2-TZVPD basis", "e_above_lowest_ev": 5.759, "fmax_ev_per_a": 2.7, "species": ["C", "H", "C", "C", "H", "H", "H", "C", "C", "H", "N", "H", "H", "C", "H", "N", "H", "H"], "xyz": [[1.0242, 1.9050, 0.9120], [0.0657, 0.6494, -1.6444], [-0.6789, -0.4527, 1.0328], [-0.1682, -0.2649, -1.0996], [-0.9806, -1.4013, -2.6798], [0.3789, 1.8973, 1.7985], [-2.3571, -0.4405, 2.5466], [-1.2723, -1.0676, -1.6771], [0.5388, -0.4245, 0.1816], [-1.4543, -1.9525, -1.0681], [1.5229, 0.5900, 0.5272], [0.4561, 2.3409, 0.0897], [-2.1754, -0.4656, -1.7986], [-1.6076, -0.3891, 1.8000], [2.1032, 0.1780, 1.2531], [1.0139, -1.6671, -0.2720], [1.8793, 2.5501, 1.1083], [1.7115, -1.5849, -1.0101]]}

{"formula": "C56H63BrMgN3O6S2Si", "method": "the ωB97M-V functional and the def2-TZVPD basis", "e_above_lowest_ev": 0.000, "charge": -1, "fmax_ev_per_a": 0.9, "species": ["H", "Mg", "H", "H", "O", "C", "H", "C", "C", "H", "H", "S", "H", "C", "C", "H", "C", "H", "H", "H", "C", "H", "H", "H", "C", "H", "N", "C", "H", "C", "C", "C", "H", "H", "H", "C", "C", "H", "H", "C", "C", "C", "H", "H", "H", "C", "C", "C", "O", "C", "H", "C", "S", "C", "C", "H", "O", "H", "C", "C", "C", "H", "C", "N", "C", "C", "C", "C", "Br", "H", "C", "H", "H", "H", "C", "H", "H", "C", "H", "H", "H", "C", "O", "C", "C", "H", "C", "H", "C", "C", "H", "C", "H", "C", "H", "C", "H", "H", "C", "Si", "H", "H", "H", "H", "H", "H", "C", "N", "H", "C", "H", "C", "H", "H", "C", "H", "H", "O", "C", "C", "H", "C", "H", "H", "C", "C", "H", "H", "C", "H", "C", "H", "O"], "xyz": [[-4.7122, 0.3594, 2.8640], [0.4470, 0.6542, 0.5184], [-3.9477, -1.1856, 1.6492], [-0.6388, -2.5296, -1.9121], [2.8225, 3.7368, -1.5085], [2.1952, 0.3931, 4.4939], [7.6578, -2.1515, 1.3338], [1.9364, -1.8579, -1.7617], [-4.3601, 3.6615, 3.4438], [1.4656, 4.2517, -3.6096], [-5.6724, 4.9339, 4.5714], [-3.0059, 4.7073, 2.9831], [1.4696, -2.0450, -0.8031], [-4.0831, 2.4022, 2.9584], [1.4139, 3.1352, -5.4354], [4.8731, 3.6002, 0.2171], [-2.6809, -2.7498, -1.1492], [0.6156, -0.1401, -5.6788], [-4.2175, -3.1282, -2.6086], [5.7314, 0.4234, -1.4799], [5.1051, 3.9702, -0.7801], [-6.7728, 0.8029, 4.1926], [-0.3384, 2.3850, 5.4963], [-1.7820, 2.3120, -2.2798], [4.3646, -1.4493, 0.9661], [7.7719, -0.5774, -0.5752], [4.0703, -1.1403, 5.3911], [-2.4907, 4.2646, -1.7472], [5.4492, -2.7128, 2.3109], [-2.9528, -3.1171, 3.3231], [1.7172, -2.7077, -2.8343], [-1.1664, -5.0638, 0.5507], [3.6825, 1.8602, 0.2078], [1.2452, 1.7885, -7.1022], [-3.5185, 4.0513, -2.0160], [0.8122, 0.8267, -5.2317], [-2.9576, -1.2394, -1.1633], [3.6109, -1.1366, -5.1433], [2.6694, 0.1091, 2.3919], [-1.5832, -2.9976, -2.1933], [-4.9430, 1.3506, 3.2274], [4.1628, 3.3683, -1.8192], [1.6746, 3.9902, -6.0479], [3.3973, -1.6977, 1.3800], [-3.8113, -4.5632, -1.6774], [0.9742, 2.1988, -3.2536], [1.3070, 3.2818, -4.0621], [0.2552, 1.9856, 3.4821], [4.1778, 1.9631, -1.7789], [-3.9517, -3.4846, -1.6092], [-2.1011, -0.6520, -0.8340], [2.7652, -0.7496, -1.8837], [-2.1687, 0.9223, 1.6399], [-4.3586, -4.6039, 1.8829], [3.2394, -0.4631, 4.9788], [-1.4119, -4.0573, -2.3784], [-2.3089, 5.1386, 4.1659], [1.0760, -3.5737, -2.7149], [-2.1552, 5.5085, -1.2270], [0.3501, 1.8495, 4.8598], [6.8149, -0.8271, -0.1334], [-0.2997, -6.4623, 1.9359], [-2.7693, 2.3904, 2.2270], [1.0623, 1.3518, 2.6295], [-6.0850, 1.6086, 3.9730], [3.0726, 0.0427, -0.6087], [1.3240, 1.0206, 5.3801], [0.1274, 4.7718, -1.0077], [-0.5053, -1.9470, 1.3076], [1.1445, 4.9974, -0.7183], [2.0980, 2.6236, -0.9673], [-0.3248, -4.8144, 2.5533], [5.5604, 3.5648, -3.4352], [-2.9583, -6.3154, 0.2364], [-3.5197, -3.3156, 1.9088], [-5.2035, -4.4823, 2.5674], [-3.8116, -0.9493, -0.5563], [-1.5234, 3.2908, -1.8976], [2.1423, -3.1211, -4.8993], [3.8775, 3.3003, -3.9407], [-7.2495, 3.0632, 5.0342], [0.7137, 0.9752, -3.8550], [2.1271, -0.1586, 0.3662], [-4.4745, -2.1396, 1.6664], [-5.4828, 3.9388, 4.1954], [0.8441, -4.2064, 0.3063], [2.0344, 0.5906, 3.1265], [-1.8045, -5.7796, 2.5348], [6.7536, -1.7107, 0.9336], [3.2512, 1.5828, -0.7684], [-2.0862, -5.9119, -1.2433], [-1.9684, -6.1480, -0.1870], [-3.1667, -0.9416, -2.1949], [5.6595, -0.2555, -0.6455], [-0.4708, 2.6537, 3.0378], [0.7742, 2.3529, -1.7430], [-4.8082, -3.2961, -0.9621], [-1.8926, -2.5481, -3.1412], [-0.8481, 5.7533, -0.8550], [-2.1312, -3.3876, 0.5773], [-1.4228, -7.0943, -0.1284], [0.4377, 0.1437, -3.2232], [-4.7717, -4.8111, 0.8951], [-5.0467, -2.2397, 0.7448], [4.3835, 4.8841, -3.3224], [-0.5776, 6.7103, -0.4249], [4.4146, -0.5460, -0.0910], [-2.1471, 3.5358, 2.2112], [4.0158, 0.3404, -3.2442], [1.1695, 1.9024, -6.0277], [-2.4561, -2.1533, 3.4127], [2.3178, -2.4604, -4.0588], [-3.7841, -3.1320, 4.0342], [-2.2500, -3.8910, 3.6214], [0.2079, -4.9735, -0.1305], [6.1394, 3.7183, -1.0165], [0.1425, -4.7880, -1.1984], [-3.4653, 5.7112, 2.0658], [-0.8959, -5.5467, 1.9827], [5.5188, -2.0245, 1.4777], [4.9943, 5.0543, -0.7756], [4.5182, 3.8079, -3.2258], [-2.9155, 6.2596, -1.0800], [1.4247, 0.8636, 6.4457], [-0.1985, 3.5309, -1.5355], [-6.3557, 2.8879, 4.4499], [1.7625, 2.9157, 0.0405], [0.7146, -5.9334, 0.0020], [3.1449, -1.3557, -4.1910], [-3.8024, -5.4811, 2.2085], [3.3739, -0.5136, -3.1141], [-5.1950, -2.1124, 2.4910], [0.1916, 1.2241, -1.2136]]}

{"formula": "C33H34N8O2S2Si2V", "method": "the ωB97M-V functional and the def2-TZVPD basis", "e_above_lowest_ev": 0.067, "charge": -2, "spin_multiplicity": 4, "fmax_ev_per_a": 0.7, "species": ["C", "C", "H", "H", "H", "C", "H", "H", "N", "H", "N", "O", "C", "N", "C", "H", "H", "H", "C", "H", "N", "H", "C", "C", "S", "H", "H", "C", "C", "N", "H", "Si", "C", "H", "H", "H", "C", "C", "C", "S", "H", "H", "C", "H", "H", "H", "H", "H", "C", "H", "C", "H", "N", "C", "V", "H", "C", "C", "N", "H", "C", "C", "H", "C", "N", "C", "C", "C", "H", "O", "C", "H", "H", "C", "C", "C", "C", "Si", "H", "H", "C", "C"], "xyz": [[-3.1903, 0.7597, -2.9646], [1.8915, 3.6919, -2.9013], [4.6455, 0.9658, 2.4149], [3.8163, 1.8895, 1.1490], [1.4970, 4.5397, -3.4529], [0.4805, 1.4419, 3.4895], [3.5960, -2.2899, 2.0364], [-0.6724, -1.1236, -5.1699], [1.8120, -1.9843, -1.2521], [-2.6980, 1.2670, 3.4667], [-1.5203, 2.3144, -2.2576], [0.6767, 0.7950, -1.0275], [1.3636, -1.9373, -2.5154], [-3.7465, -7.1086, 2.9467], [2.6180, 1.2290, 4.5852], [-0.9741, 2.5893, 4.5888], [4.0304, -1.3142, 3.4534], [-1.8368, 2.7324, 0.5310], [3.7366, 2.4552, -2.0357], [0.5071, 3.0644, 6.4940], [3.3582, -1.5234, -2.5700], [4.4882, -0.1572, -3.3331], [-1.8600, 1.2000, -3.0139], [-1.8716, -4.3295, 2.0007], [-0.0015, -2.3691, 1.9098], [0.0727, 0.8147, -3.8567], [-1.3702, -4.6145, 2.9166], [1.7950, 0.9476, 3.4877], [4.0146, 0.8820, 1.5225], [-5.6540, -6.0004, -0.5236], [3.2119, 0.7508, -0.8351], [-0.6501, 1.0669, 1.9937], [-3.6105, -4.6971, 0.3740], [-2.3387, 2.8064, -1.9306], [-1.4084, 3.4761, 2.0844], [2.4787, -2.1761, 3.3905], [-0.4100, 3.1171, -2.5115], [0.0419, 2.2021, 4.5804], [-1.0564, 2.8020, 1.2952], [-1.5291, -1.4877, -0.8558], [-3.1339, 0.9897, -0.3644], [-3.0340, -1.8815, -5.0694], [1.4602, 1.6588, -1.5983], [4.8030, 2.3395, -1.8665], [3.9305, 4.2600, -3.2112], [-3.6384, -3.3088, -1.2520], [-4.6453, -0.6350, -3.6189], [2.8294, 2.1803, 6.5012], [-0.9623, 0.5034, -3.8192], [-0.6213, 4.1117, -2.8985], [2.8564, 1.5526, -1.4649], [-2.1666, -0.4232, 3.3111], [3.0936, -1.7000, -1.3075], [3.2520, 3.5393, -2.7712], [0.3951, -0.5165, 0.3619], [3.6358, 0.8472, 4.6015], [-2.0442, -2.8458, 0.0953], [3.2018, -1.6112, 2.7995], [4.6155, -1.1209, -3.0200], [-3.0540, 0.3421, 1.9948], [-3.4052, -6.1980, 2.3291], [-3.1421, -3.5974, -0.3339], [-4.4919, -0.0557, -0.7980], [-4.7395, -5.4275, -0.1200], [2.3286, -1.6409, -3.3787], [-2.9630, -5.0704, 1.5642], [-1.3908, -0.5913, -4.5569], [2.1712, 1.9800, 5.6614], [4.5977, 0.3495, 0.7622], [-4.0804, 1.4613, -2.1693], [-4.1250, 0.9729, -0.8216], [0.3274, -2.0847, -2.7681], [-4.8068, 1.6270, -0.2798], [0.8699, 2.4743, 5.6583], [-3.6089, -0.3289, -3.6992], [-2.3034, 0.5168, 2.7721], [0.9493, 2.7868, -2.3444], [2.4008, -0.0751, 1.9758], [5.1798, -1.0773, -2.1746], [-0.1766, 3.2495, 0.8250], [-1.3884, -3.2238, 1.2945], [-2.7094, -1.0165, -4.5055]]}

{"formula": "C7H12NS2", "method": "the ωB97M-V functional and the def2-TZVPD basis", "e_above_lowest_ev": 2.154, "charge": 1, "fmax_ev_per_a": 3.5, "species": ["H", "C", "H", "H", "C", "H", "C", "H", "C", "C", "C", "H", "H", "H", "H", "N", "C", "S", "H", "H", "S", "H"], "xyz": [[-3.2993, 0.0630, 1.5142], [-1.7707, 0.8598, 0.0269], [2.0732, 0.3873, -1.2262], [-3.1957, -2.1282, 0.3089], [0.7655, -0.3547, 0.3636], [-2.1645, 2.4352, 1.2801], [-1.5768, 2.2957, 0.4215], [-0.3031, 0.7741, -1.6144], [-2.5442, -0.1369, 0.6298], [1.7475, -0.6425, -0.7938], [-2.5424, -1.3552, -0.0311], [-2.0081, 2.9830, -0.3499], [-0.6219, 2.6310, 0.5661], [0.7865, 0.5292, 0.9544], [2.5178, -2.2090, 0.2198], [2.8714, -1.3673, -0.1964], [-1.1256, 0.2708, -1.1176], [0.0703, -1.7167, 1.1764], [0.4155, -2.4487, 0.1816], [1.1876, -1.1887, -1.5653], [-1.7263, -1.1955, -1.6176], [3.8056, -1.0309, 0.0159]]}

{"formula": "C5H7NO", "method": "the ωB97M-V functional and the def2-TZVPD basis", "e_above_lowest_ev": 2.000, "fmax_ev_per_a": 0.9, "species": ["C", "H", "N", "C", "H", "H", "H", "H", "C", "C", "H", "C", "H", "O"], "xyz": [[0.8652, 1.6271, -0.7570], [1.2002, 0.1820, 1.9268], [1.2896, 0.6360, -0.0964], [-1.1443, -0.4024, -1.3795], [-0.0167, 2.2156, -0.4595], [-1.0918, -2.3108, -0.7739], [-0.2381, 1.0337, 1.3263], [0.5901, -1.8852, 0.9807], [-0.1591, -1.0949, 0.8659], [-0.8392, -1.2993, -0.4705], [-0.8897, -1.2340, 1.6739], [0.5162, 0.2679, 1.0741], [1.3580, 1.9099, -1.6871], [-1.4404, 0.3545, -2.2237]]}

{"formula": "C4H5NO", "method": "the ωB97M-V functional and the def2-TZVPD basis", "e_above_lowest_ev": 2.913, "spin_multiplicity": 3, "fmax_ev_per_a": 6.5, "species": ["N", "O", "C", "H", "H", "H", "C", "H", "H", "C", "C"], "xyz": [[0.4088, -0.6327, -0.3724], [2.5349, -0.7651, 0.6779], [1.5326, -0.3393, 0.2126], [-1.7363, -1.8403, -0.7362], [-1.0372, -2.1758, 0.9432], [1.0681, 2.7566, -0.0815], [-1.4342, -1.4890, 0.1271], [-1.7733, -0.5399, 0.3931], [-0.6711, 2.3287, -0.5919], [0.3727, 1.9596, -0.3247], [0.7350, 0.7371, -0.2472]]}

{"formula": "C4H12", "method": "the ωB97M-V functional and the def2-TZVPD basis", "e_above_lowest_ev": 1.345, "fmax_ev_per_a": 4.3, "species": ["H", "H", "H", "C", "C", "H", "C", "H", "H", "H", "H", "H", "H", "H", "C", "H"], "xyz": [[-1.7692, -0.1694, 0.2730], [1.6902, 2.1700, -2.2494], [-0.2788, -1.4863, 2.6645], [-0.5001, -0.6440, 1.9774], [1.0933, 0.0802, -1.6702], [-1.8167, -1.8661, 0.5729], [1.1311, 1.5786, -1.4479], [1.4969, 1.8753, -0.3699], [0.4788, -0.6438, 1.4570], [-0.4985, 0.2475, 2.5067], [2.0275, -0.4294, -1.9134], [0.1859, 1.9158, -1.5887], [0.6422, -0.5499, -0.8823], [0.2478, -0.3523, -2.2876], [-1.6988, -0.9716, 1.1345], [-2.5592, -0.9710, 1.8544]]}

{"formula": "C14H13NO2PtTe5", "method": "the ωB97M-V functional and the def2-TZVPD basis", "e_above_lowest_ev": 1.051, "spin_multiplicity": 5, "fmax_ev_per_a": 1.0, "species": ["H", "C", "H", "H", "H", "C", "C", "H", "H", "C", "C", "H", "O", "H", "C", "H", "Te", "C", "Pt", "Te", "C", "H", "C", "H", "C", "C", "Te", "H", "O", "Te", "H", "C", "Te", "C", "N", "C"], "xyz": [[4.4424, -0.0696, 0.5888], [2.6554, 0.6501, -0.3649], [1.2125, -5.0209, 0.8895], [-1.6524, -1.2062, -2.7389], [2.1083, -3.8587, 1.8846], [-1.5995, 1.3045, -0.3729], [-2.4271, 2.7821, -2.6349], [3.0579, 1.6351, -0.5665], [-2.0823, 0.9879, -3.7422], [-1.2380, -0.6620, -1.9007], [-1.9395, 2.6602, -0.2793], [-2.6274, 4.4331, -1.2654], [-1.4283, 0.6498, 0.7726], [2.7440, -4.3439, 0.2906], [1.3674, 0.3560, -0.7800], [-2.7549, 3.3443, -3.5009], [-3.5002, 0.7100, 2.9445], [0.8053, -0.9189, -0.5386], [0.0392, -0.6276, 1.5723], [-1.4566, -0.9010, 3.6779], [-1.6117, 0.6918, -1.6677], [-0.4494, -2.3942, -1.1265], [3.4288, -0.3004, 0.2860], [3.5282, -2.3036, 1.0282], [-2.0611, 1.4603, -2.7646], [2.9128, -1.5590, 0.5454], [1.1004, 0.5550, 3.6494], [0.7911, 1.0881, -1.3252], [1.0622, -3.1188, 0.2450], [0.8220, 2.9657, 2.7068], [-1.9074, 3.1066, 0.7072], [-2.3513, 3.3909, -1.3830], [-4.0399, 1.9110, 5.2067], [1.6027, -1.8710, 0.1743], [-0.3934, -1.3905, -1.0820], [1.8399, -4.1365, 0.8645]]}